1.
Computed, not measured: a molecular structure, C36H39BF3N13O2PRb, with ωB97M-V with the def2-TZVPD basis set.

Each line ends with the Mulliken charge.
Atoms and positions in Å:
Rb1 0.80517 0.47653 0.36248  0.724
C1 -1.63386 -3.53112 4.04327  -0.935
N1 -2.16592 -2.52493 3.15929  0.249
C2 -2.79873 -1.37550 3.55460  -0.577
C3 -2.96921 -0.63638 2.42050  -0.542
N2 -2.45235 -1.29771 1.34685  -0.107
C4 -1.96180 -2.42215 1.80737  0.249
P1 -1.08418 -3.74993 0.90105  -0.663
C5 0.56482 -3.25559 1.55898  0.046
N3 0.78373 -2.08428 2.12131  -0.112
C6 2.03416 -2.13001 2.65820  -0.897
C7 2.58085 -3.36399 2.44647  -0.471
N4 1.63609 -4.08434 1.76099  0.546
C8 1.79931 -5.44552 1.30937  -1.048
C9 -1.12945 -3.13253 -0.81223  0.567
N5 -2.21614 -2.61279 -1.35087  -0.611
C10 -1.90833 -2.40416 -2.66268  -0.860
C11 -0.63687 -2.83455 -2.92693  -0.246
N6 -0.16147 -3.32988 -1.75176  0.471
C12 1.14932 -3.90797 -1.56479  -0.840
H1 -2.39059 -3.84377 4.76393  0.402
H2 -0.76332 -3.14834 4.57982  0.304
H3 -1.32977 -4.39851 3.45904  0.348
H4 -3.04082 -1.19009 4.58780  0.431
H5 -3.42464 0.33498 2.31163  0.453
H6 2.45933 -1.27061 3.15201  0.439
H7 3.54459 -3.76899 2.70578  0.536
H8 2.12195 -6.07773 2.13739  0.412
H9 2.53916 -5.50406 0.50956  0.231
H10 0.84588 -5.81299 0.93564  0.399
H11 -2.61603 -1.94883 -3.33776  0.435
H12 -0.00119 -2.77483 -3.79525  0.561
H13 1.63903 -3.96583 -2.53305  0.312
H14 1.05426 -4.90537 -1.12419  0.510
H15 1.76431 -3.25614 -0.94582  0.111
N7 0.85574 2.00548 -2.60116  -0.234
C13 1.51211 1.37918 -3.75156  -0.849
C14 2.68401 0.50130 -3.30994  -0.362
C15 2.19053 -0.92079 -2.93505  0.175
O1 2.13253 -1.75255 -3.87752  -0.815
O2 1.86376 -1.10775 -1.73953  -0.015
H16 0.03930 2.53101 -2.88554  0.095
H17 1.50258 2.62932 -2.13144  0.215
H18 1.86596 2.12748 -4.48110  0.344
H19 0.77440 0.75634 -4.26616  0.367
H20 3.17487 0.94919 -2.44213  0.059
H21 3.40003 0.40690 -4.12776  0.393
C16 -1.26547 4.03182 0.42324  -1.200
C17 -2.29256 3.17304 -0.23058  0.568
N8 -2.20123 1.88629 -0.42177  0.193
C18 -3.36035 1.48426 -1.03522  -0.622
C19 -4.17757 2.55574 -1.22341  -0.576
N9 -3.48898 3.64460 -0.71208  0.285
C20 -3.99188 4.98314 -0.61084  -0.949
N10 -5.24810 5.01125 0.09872  0.764
N11 -6.35018 5.55576 -0.45633  -0.812
N12 -7.34460 5.40030 0.33412  -0.547
C21 -6.91849 4.72331 1.45033  0.108
C22 -7.60538 4.28930 2.58738  -0.711
C23 -6.87814 3.60576 3.53608  -0.623
C24 -5.50094 3.36125 3.38514  -0.703
C25 -4.80405 3.78371 2.27497  -0.329
C26 -5.54766 4.46218 1.30903  1.135
H22 -0.38769 3.42448 0.62406  0.091
H23 -1.60642 4.41572 1.38907  0.138
H24 -0.98542 4.87449 -0.21311  0.381
H25 -3.52251 0.44205 -1.26216  0.450
H26 -5.15752 2.66406 -1.65787  0.447
H27 -4.17863 5.42153 -1.59182  0.318
H28 -3.25486 5.58572 -0.08040  0.464
H29 -8.66313 4.48685 2.69905  0.402
H30 -7.37771 3.24624 4.42693  0.350
H31 -4.96750 2.83084 4.16267  0.441
H32 -3.74149 3.60127 2.17763  0.395
F1 8.55666 -4.44849 1.05351  -0.282
C27 7.89485 -4.29456 -0.13379  0.889
F2 7.23291 -5.45821 -0.33066  -0.292
F3 8.88045 -4.25859 -1.07150  -0.282
C28 7.01851 -3.10364 -0.15300  0.170
C29 7.58820 -1.83069 -0.13477  -0.753
C30 6.78865 -0.70893 -0.08160  -0.839
C31 5.38415 -0.81105 -0.01955  0.001
C32 4.83330 -2.10744 -0.10062  0.037
C33 5.62904 -3.22932 -0.16210  -0.562
C34 4.53217 0.30540 0.10954  0.668
C35 3.74029 1.24472 0.24639  -1.903
H33 8.66682 -1.73101 -0.17666  0.356
H34 7.23928 0.27479 -0.09406  0.438
H35 3.75582 -2.18868 -0.12365  0.660
H36 5.18722 -4.21642 -0.22946  0.495
B1 -1.31078 4.09758 4.26669  0.315
C36 -0.45008 2.97925 3.56457  0.171
N13 0.11443 2.15742 2.97784  -0.633
H37 -0.77775 4.45479 5.30152  -0.178
H38 -1.40584 5.04551 3.49724  -0.236
H39 -2.42056 3.63727 4.49660  -0.299

Forces on the atoms, in the same order (eV/Å):
-0.143 0.037 -0.117
0.092 -0.015 0.083
-0.033 -0.133 -0.118
0.016 0.053 0.002
-0.061 0.016 0.104
0.135 -0.067 -0.300
-0.235 0.093 -0.007
0.157 0.069 0.091
-0.015 0.020 0.137
-0.059 0.149 -0.188
0.072 -0.088 0.039
0.007 0.098 0.051
-0.006 0.029 -0.002
0.046 -0.103 0.012
-0.263 0.020 -0.169
-0.030 0.000 0.291
0.038 -0.086 -0.097
-0.127 0.020 -0.164
0.050 0.085 0.202
0.201 -0.075 0.106
-0.020 0.012 -0.023
0.024 -0.023 -0.038
-0.035 -0.020 0.036
0.026 0.013 -0.018
0.036 0.004 0.025
0.059 -0.037 -0.023
-0.012 -0.055 -0.077
-0.008 0.018 0.012
-0.023 0.005 0.012
0.005 -0.015 0.036
0.045 0.000 -0.004
0.067 0.038 0.054
-0.006 0.050 -0.018
-0.044 0.056 -0.153
-0.045 0.000 -0.045
0.007 -0.129 0.089
0.059 0.067 -0.092
-0.165 -0.336 0.156
0.190 0.282 -0.255
-0.064 -0.058 0.129
-0.095 -0.125 0.100
0.000 0.047 0.051
-0.005 0.017 0.022
-0.010 -0.050 0.037
0.007 0.037 -0.018
0.034 0.022 -0.025
-0.016 0.004 -0.017
-0.112 -0.021 -0.059
-0.047 0.032 0.024
0.419 -0.132 0.116
-0.100 0.080 0.090
-0.026 -0.021 -0.113
0.009 -0.100 -0.024
0.135 0.044 -0.064
-0.076 -0.011 0.115
0.128 -0.094 0.006
-0.259 0.121 -0.093
0.502 -0.156 0.038
-0.009 -0.015 0.031
-0.295 0.084 -0.021
0.214 0.005 -0.125
0.118 -0.115 0.131
-0.438 0.160 -0.034
0.010 0.043 0.014
0.047 0.020 -0.025
0.043 0.006 0.010
-0.024 0.025 -0.040
0.001 -0.019 0.030
-0.067 0.021 0.047
0.026 -0.029 -0.025
-0.005 -0.020 0.030
0.017 0.004 0.009
0.050 0.042 -0.008
-0.007 -0.005 0.061
-0.072 0.018 -0.128
0.252 -0.250 0.038
0.037 0.119 0.003
-0.095 0.027 0.073
-0.156 0.122 -0.050
0.004 -0.174 -0.037
-0.023 0.079 -0.004
-0.005 -0.323 -0.097
-0.073 0.091 0.027
0.223 -0.077 0.030
0.038 0.246 0.087
0.078 0.169 -0.021
0.003 0.028 0.035
-0.039 0.021 0.079
-0.060 0.011 -0.042
-0.046 0.039 0.030
-0.157 0.220 0.171
0.040 -0.303 -0.298
-0.004 0.048 0.061
-0.013 -0.003 -0.006
-0.018 0.009 0.015
-0.021 -0.011 0.005

Calculated values
Charge = -2
Energy relative to the best compared isomer or geometry (same formula, charge and spin) = 0.3050 eV
HOMO = -2.7 eV
Kohn-Sham gap = 6.3 eV
Energy = -80205.4183 eV

***

2.
Computed, not measured: C20H19ClF4N2O2 in the gas phase, with ωB97M-V with the def2-TZVPD basis set.

Each line ends with the Mulliken charge.
Atoms and positions in Å:
O1 -6.00649 -3.41910 0.15762  -0.542
F1 -0.67824 -1.01409 -4.30554  -0.354
F2 3.64460 -0.04039 2.79754  -0.260
F3 5.08947 -0.70165 1.27023  -0.268
F4 5.19207 1.37150 1.90995  -0.262
Cl1 0.32066 5.79214 1.74425  -0.236
O2 -4.95350 -1.91889 1.54904  -0.427
C1 -5.08975 -2.66658 0.39140  0.002
C2 0.99487 0.22866 -3.13701  -1.081
C3 2.31094 4.36421 0.73544  -0.871
C4 1.78259 0.38590 -1.98526  -0.295
C5 0.64127 -1.42707 -0.92400  -0.332
C6 2.98830 3.19683 0.43082  -0.557
C7 1.45905 1.94070 1.74101  0.033
C8 0.02872 -0.78499 -3.17804  0.465
C9 1.13581 4.31377 1.49091  0.881
C10 1.63272 -0.44220 -0.88324  0.806
C11 0.67704 3.09493 1.99556  0.034
C12 -0.12390 -1.61801 -2.06235  -0.183
C13 2.58655 1.96862 0.94551  0.383
N1 -1.98949 -2.65663 -0.80634  -0.004
N2 2.34682 -0.31324 0.27862  -0.119
C14 -0.58940 2.91687 2.79539  -1.662
C15 -1.20061 -2.71538 -2.06095  -1.106
C16 -2.92503 -1.56939 -0.60508  -0.629
C17 -3.06351 -3.68736 -0.72264  -0.834
C18 -4.07016 -2.55681 -0.72202  0.461
C19 4.32587 0.33127 1.67252  0.692
C20 3.34375 0.72793 0.57398  -0.926
H1 -5.71478 -2.13645 2.08706  0.344
H2 1.13972 0.85816 -3.97140  0.488
H3 2.62108 5.30604 0.36180  0.472
H4 2.48281 1.22011 -2.03339  0.309
H5 0.39365 -2.03890 -0.07520  0.396
H6 3.92582 3.26953 -0.12925  0.392
H7 1.11105 1.01756 2.15069  0.369
H8 2.05787 -0.92120 1.05385  0.264
H9 -1.07481 1.99412 2.48927  0.285
H10 -0.32497 2.89833 3.83460  0.341
H11 -1.28198 3.72878 2.64133  0.426
H12 -1.90381 -2.63183 -2.89756  0.466
H13 -0.67925 -3.65434 -2.16722  0.403
H14 -2.87010 -0.84662 -1.38888  0.321
H15 -2.87172 -1.04792 0.38140  0.268
H16 -3.00018 -4.28031 0.19317  0.342
H17 -3.12161 -4.33015 -1.60703  0.304
H18 -4.63334 -2.45785 -1.67821  0.373
H19 3.93351 0.95140 -0.33235  0.629

Forces on the atoms, in the same order (eV/Å):
-0.107 0.364 1.316
-0.096 0.131 0.092
1.043 0.499 -0.615
-0.270 0.141 0.504
-1.168 -1.091 0.348
-0.555 0.527 0.260
0.513 -0.781 -1.804
-0.704 -0.068 -0.855
-0.653 -1.471 1.101
-0.683 -0.911 0.226
-0.112 0.607 -1.106
-0.182 0.268 -0.847
0.683 0.434 0.230
-0.491 1.139 -0.172
1.435 0.301 0.899
0.752 -1.073 -0.262
-0.440 0.011 0.068
0.433 -0.501 -0.199
-1.230 -0.163 -0.640
0.073 1.220 0.056
1.947 -1.833 0.129
1.524 -0.803 1.568
0.409 0.226 -0.717
-0.413 1.346 0.799
-0.078 0.438 0.418
0.909 0.121 -0.520
-1.425 1.195 0.667
0.157 -0.050 -0.624
-1.350 -0.179 -0.647
-0.478 -0.177 0.348
0.110 0.614 -0.781
0.375 0.667 -0.310
-0.028 -0.301 0.370
0.152 -0.165 0.320
-0.384 -0.087 -0.022
-0.196 -0.487 0.157
0.358 0.577 -0.673
-0.031 -0.119 0.216
-0.091 -0.192 0.698
-0.188 0.284 -0.063
0.317 0.204 -0.347
-0.112 -0.561 0.307
-0.119 0.783 -0.555
0.235 -0.447 -0.665
-0.098 -0.035 -0.136
0.012 -0.097 0.217
0.306 -0.196 0.842
-0.062 -0.305 0.400

Calculated values
SMILES = Cc1cc([C@H](Nc2ccc(F)c(CN3CC(C(=O)O)C3)c2)C(F)(F)F)ccc1Cl
Charge = 0
HOMO = -8.0 eV
Kohn-Sham gap = 8.5 eV
Energy = -51515.7089 eV

***

3.
Computed, not measured: 5 unconnected molecules or ions with the total composition C17H33NO7S3, with ωB97M-V with the def2-TZVPD basis set.

Each line ends with the Mulliken charge.
Atoms and positions in Å:
C1 -0.92547 2.66864 2.46923  -0.216
C2 0.23870 2.02443 3.19238  0.815
O1 0.14436 0.89674 3.61932  -0.555
C3 1.51444 2.82197 3.30959  -1.247
H1 -1.79274 2.62575 3.12450  0.385
H2 -1.07732 2.11588 1.54369  -0.505
H3 -0.70226 3.70280 2.20653  0.381
H4 1.85207 3.13328 2.32101  0.264
H5 2.27479 2.22394 3.80747  0.331
H6 1.32828 3.70956 3.91826  0.392
C4 -0.01637 2.81275 -6.43129  -0.782
C5 0.88013 3.36972 -5.45386  0.464
N1 1.54786 3.75016 -4.60123  -0.467
H7 0.47333 1.99260 -6.95457  0.245
H8 -0.38732 3.51773 -7.17244  0.333
H9 -0.89121 2.41114 -5.91884  0.227
C6 2.67402 -2.81724 0.40242  -0.669
C7 1.58615 -1.99878 1.10648  0.897
C8 0.53121 -3.01707 1.50057  -0.869
S1 1.44475 -4.47058 2.02147  1.171
O2 1.02549 -5.59820 1.24095  -0.663
O3 1.48299 -4.56438 3.45968  -0.686
C9 3.01962 -3.91520 1.39490  -0.858
H10 3.54138 -2.21431 0.13304  0.315
H11 2.28241 -3.24418 -0.52717  0.352
H12 1.13705 -1.22937 0.48485  -1.025
H13 2.03013 -1.56412 2.00779  0.308
H14 0.03410 -3.34181 0.58118  0.368
H15 -0.22560 -2.70766 2.21288  0.412
H16 3.57876 -4.78208 1.05545  0.481
H17 3.55896 -3.47302 2.23561  0.365
C10 2.60603 0.93873 -1.41369  -0.745
C11 1.60104 1.66923 -0.50479  0.217
C12 0.48604 2.11962 -1.42112  -0.823
S2 0.12386 0.68503 -2.40640  1.017
O4 -0.37487 1.02625 -3.70268  -0.696
O5 -0.57357 -0.34350 -1.66483  -0.537
C13 1.83448 0.14783 -2.46914  -0.770
H18 3.25588 0.30514 -0.81555  0.241
H19 3.19590 1.69534 -1.93085  0.437
H20 2.09309 2.50451 -0.01033  0.294
H21 1.20846 0.99287 0.25700  -0.236
H22 0.93286 2.82062 -2.13840  0.374
H23 -0.40163 2.58231 -0.99797  0.454
H24 2.14433 0.37897 -3.49016  0.432
H25 1.82793 -0.93735 -2.39665  0.350
C14 -2.76571 -1.78691 1.18625  -0.440
C15 -2.46539 -0.34312 1.58361  0.074
C16 -3.08533 0.45890 0.46258  -0.488
S3 -4.68067 -0.29877 0.16480  1.175
O6 -4.89984 -0.48221 -1.24295  -0.674
O7 -5.65804 0.38377 0.96480  -0.695
C17 -4.27221 -1.86473 0.96055  -0.977
H26 -2.50354 -2.56902 1.90174  0.433
H27 -2.25314 -2.02254 0.24940  0.154
H28 -1.39224 -0.18888 1.69104  -0.273
H29 -2.93824 -0.11060 2.53949  0.351
H30 -2.54221 0.42377 -0.48424  -0.017
H31 -3.22238 1.52607 0.64411  0.549
H32 -4.59576 -2.67303 0.31004  0.466
H33 -4.84781 -1.87740 1.88453  0.391

Forces on the atoms, in the same order (eV/Å):
0.550 0.336 0.132
0.078 -0.167 -0.169
0.058 0.050 0.008
-0.063 -0.218 0.347
-0.191 -0.098 -0.240
-0.278 -0.088 0.058
-0.108 0.033 0.063
0.005 0.110 0.016
0.030 -0.024 -0.103
-0.014 0.107 -0.154
-0.637 -0.516 -0.526
0.132 0.239 0.510
0.116 0.038 -0.047
0.002 -0.005 0.008
0.292 0.253 0.097
0.117 -0.086 0.110
-0.057 0.034 -0.493
0.222 -0.122 0.368
-0.310 -0.227 -0.777
-0.001 0.146 0.612
-0.220 -0.338 -0.217
-0.003 0.043 -0.160
0.472 0.264 0.403
0.058 -0.025 0.112
-0.010 -0.009 0.065
0.080 0.127 -0.064
-0.158 0.266 -0.090
-0.140 -0.010 0.141
0.228 -0.020 0.298
-0.101 0.003 -0.286
-0.063 -0.088 0.060
-0.123 0.037 0.070
-0.108 -0.359 0.277
0.231 0.700 -0.447
0.436 -1.053 0.280
-0.216 0.387 -0.444
-0.219 0.412 0.480
-0.019 0.069 -0.939
0.146 -0.015 -0.100
0.175 -0.077 0.105
-0.116 0.064 0.026
0.042 0.018 0.113
-0.313 0.028 -0.099
-0.082 -0.237 0.153
0.198 0.082 0.119
-0.023 0.005 0.375
-0.360 -0.689 -0.010
0.286 -0.505 0.029
0.130 0.924 -0.643
0.240 -0.128 0.165
-0.007 -0.003 -0.163
-0.419 0.208 0.195
-0.211 0.206 -0.323
0.237 0.310 0.162
0.036 0.060 0.014
-0.021 0.149 -0.016
0.031 0.077 0.018
0.176 -0.512 0.133
-0.333 -0.118 0.345
0.020 -0.005 -0.031
0.100 -0.042 0.073

Calculated values
SMILES = O=S1(=O)CCCC1.O=S1(=O)CCCC1.O=S1(=O)CCCC1.CC(C)=O.CC#N
Charge = 0
HOMO = -10.1 eV
Kohn-Sham gap = 10.4 eV
Energy = -66491.1735 eV

***

4.
Computed, not measured: C3H7NO3 in the gas phase, with ωB97M-V with the def2-TZVPD basis set.

Each line ends with the Mulliken charge.
Atoms and positions in Å:
O1 -1.08579 2.06813 -0.19024  -0.485
C1 -0.05409 1.58293 0.13725  0.338
O2 1.02877 2.28807 0.61881  -0.481
C2 0.22984 0.09050 0.19686  0.242
C3 -1.03104 -0.74467 0.04379  -0.528
O3 -0.78087 -2.04273 0.58701  -0.506
N1 1.32193 -0.17838 -0.80059  -0.757
H1 1.75689 2.02839 0.03141  0.364
H2 0.75079 -0.26696 1.08398  0.372
H3 -1.78754 -0.18025 0.58386  0.361
H4 -1.34209 -0.90338 -0.99396  0.247
H5 -1.58423 -2.35145 1.00690  0.312
H6 0.90414 -0.28422 -1.72118  0.244
H7 1.67329 -1.10596 -0.58389  0.276

Forces on the atoms, in the same order (eV/Å):
-0.300 0.378 -0.022
1.010 -0.661 1.250
-0.614 0.467 -1.016
0.855 -1.063 -1.452
0.233 -0.135 0.052
0.091 0.256 0.168
-0.697 -0.135 -0.024
0.286 -0.224 0.414
-0.598 0.756 0.696
-0.446 -0.325 0.044
0.033 0.542 -0.036
-0.089 -0.136 0.040
0.041 0.192 -0.091
0.195 0.087 -0.022

Calculated values
SMILES = N[C@H](CO)C(=O)O
Charge = 0
Energy relative to the best compared isomer or geometry (same formula, charge and spin) = 1.6796 eV
HOMO = -10.2 eV
Kohn-Sham gap = 10.9 eV
Energy = -10856.6882 eV